Entry 1:
# C16H30N3O6

A 3-piece molecular cluster, C16H30N3O6 overall in a non-equilibrium geometry (ωB97M-V with the def2-TZVPD basis set, the Open Molecules 2025 dataset).

Structure (XYZ):
```
55
C16H30N3O6 (ωB97M-V with the def2-TZVPD basis set)
O 4.1490 3.5102 -1.7759
O -1.2213 0.4661 -3.4388
O 2.4058 4.8854 -2.3667
O -0.2729 -1.4299 -2.5585
O 2.2975 2.5980 -2.5260
O -2.0532 -1.6400 -3.8269
N -0.4123 -0.6303 1.3736
N 1.6605 -0.8458 2.8961
N 2.2306 -1.2132 4.0680
C -2.5214 -0.7003 -6.0227
C -3.0997 -0.6585 4.0614
C 0.7590 -0.6104 -2.0149
C -3.0776 -1.0890 -4.6627
C 1.7167 -1.8589 5.3208
C -2.7176 -2.8297 2.4164
C 2.9043 3.7781 -2.2437
C -0.6271 -1.7991 3.9116
C 0.2137 -1.0961 2.7058
C -1.1918 -0.7441 -3.2836
C -2.2582 -2.0798 3.7972
C 4.9261 4.6496 -1.3895
C 0.9376 2.7328 -2.9312
C 0.0848 -2.2293 5.3246
C 4.4670 5.1928 -0.0463
C -2.1434 -4.3536 2.2213
H 1.3674 -1.2276 -1.3486
H -4.2142 -0.7369 3.7045
H -1.3784 -0.3015 1.5898
H -2.0099 -1.5493 -6.4864
H 0.8383 3.4318 -3.7673
H -0.4110 -1.4642 0.7302
H -3.5689 -0.2432 -4.1674
H -2.5050 0.1941 3.4795
H 0.5816 1.7521 -3.2576
H 4.4720 4.4025 0.7106
H 3.4425 5.5732 -0.1002
H -3.0130 -4.9838 1.6996
H 0.3446 0.2194 -1.4341
H -1.2421 -4.3971 1.4468
H -3.8343 -1.8700 -4.7934
H 2.4085 -2.0741 6.2648
H -1.9087 -4.9213 3.2283
H 0.3287 3.0574 -2.0819
H -3.3221 -0.3609 -6.6854
H 4.9001 5.4193 -2.1698
H -3.9056 -2.9346 2.4747
H 5.1173 6.0074 0.2842
H 5.9644 4.3113 -1.3048
H -3.0056 -0.4263 5.2293
H -2.5000 -2.2412 1.4290
H -0.4312 -2.7248 6.2506
H -1.7848 0.1043 -5.9360
H 3.2705 -0.9745 4.1282
H 1.3981 -0.2367 -2.8208
H -2.5554 -2.8097 4.6942
```

The highest occupied orbital energy comes out at -0.4510 Eh. The value obtained for the energy is -33819.742 eV. As for the charge: +1. The LUMO energy is -5.18 eV. The calculation puts the orbital gap at 7.09 eV.

Entry 2:
# C18H19AuBrNO2SSe2

C18H19AuBrNO2SSe2 as an isolated structure in a non-equilibrium geometry (ωB97M-V with the def2-TZVPD basis set, the Open Molecules 2025 dataset).

Structure (XYZ):
```
45
C18H19AuBrNO2SSe2 (ωB97M-V with the def2-TZVPD basis set)
Au 0.2766 -1.2039 0.2168
Br 0.6513 -2.0671 6.4121
Se -0.9523 1.7295 -0.1163
Se 2.0696 -0.2648 -1.7589
S -1.7874 -4.1853 -2.5267
O 1.2494 -0.0010 1.5195
O 0.0999 1.9188 1.4668
N -0.8346 -2.5283 -0.8368
C -1.7938 -3.2528 -0.1303
C 0.2496 0.7644 6.3387
C 0.6305 0.9809 2.0959
C 1.3318 1.5475 -2.0081
C 0.5314 -0.3654 5.5845
C -0.1838 1.6589 -1.9367
C 0.5657 0.9521 3.5836
C 3.5213 0.1733 -0.5619
C -3.7484 -4.8757 0.9522
C 0.2773 2.0934 4.3255
C 0.1303 1.9906 5.6983
C 0.7081 -0.2823 4.2152
C -0.7427 -2.9288 -2.0800
C -2.4363 -4.2186 -0.9134
C -2.1384 -3.0940 1.2128
C -3.4307 -5.0331 -0.3800
C -0.7783 3.6236 0.1838
C -3.1098 -3.9125 1.7438
H -0.0467 -2.5002 -2.7856
H -0.6820 0.8377 -2.4511
H 3.1138 0.4685 0.4005
H 0.2412 3.9332 -0.0357
H -1.6454 -2.3431 1.8235
H 0.1769 3.0523 3.8360
H 0.9434 -1.1686 3.6451
H 4.1277 -0.7233 -0.4558
H 4.1084 0.9683 -1.0182
H -1.4938 4.1459 -0.4486
H 0.1285 0.6911 7.4102
H -0.9947 3.7950 1.2341
H -0.0882 2.8739 6.2826
H -0.4917 2.5975 -2.3983
H -3.3899 -3.8038 2.7822
H 1.6601 1.8345 -3.0086
H -3.9402 -5.7624 -0.9947
H -4.5059 -5.5048 1.3985
H 1.8260 2.1923 -1.2825
```

The value obtained for the energy above the lowest of the compared OMol25 structures with the same formula, charge and spin is 145.9 kJ/mol. The highest occupied orbital energy comes out at -0.5144 Eh. The value obtained for the energy is -239804.555 eV. As for the charge: +2. The LUMO energy is -9.21 eV. The calculation puts the orbital gap at 4.79 eV.

Entry 3:
# C4H8O2

C4H8O2 as an isolated structure in a non-equilibrium geometry (ωB97M-V with the def2-TZVPD basis set, the Open Molecules 2025 dataset).

Structure (XYZ):
```
14
C4H8O2 (ωB97M-V with the def2-TZVPD basis set)
O 1.9914 1.1299 0.1636
O -2.7545 0.6735 -0.5311
C -1.2741 -0.6134 0.9204
C 2.1324 -0.0843 -0.3788
C -0.2240 -0.2725 -0.0342
C 0.8667 -1.0629 -0.2025
H 2.1899 -0.0201 -1.5018
H -1.5273 0.0761 1.7244
H -1.2209 -1.6605 1.2501
H 2.9490 -0.6969 -0.0534
H 0.9629 -2.0356 0.2762
H -2.2213 -0.1654 0.2448
H -3.2443 1.4620 -0.2351
H -0.5090 0.5093 -0.7577
```

The value obtained for the energy above the lowest of the compared OMol25 structures with the same formula, charge and spin is 633.2 kJ/mol. The highest occupied orbital energy (alpha / beta) comes out at -0.5619 / -0.5611 Eh. The value obtained for the energy is -8356.665 eV. As for the charge: +1. The LUMO energy (alpha / beta) is -8.59 / -8.62 eV. The calculation puts the orbital gap (alpha / beta) at 6.70 / 6.65 eV. As for the spin multiplicity: 2.